Molecular formula: C53H45F3N2P2SSbV
Method: DFT, wB97M-V/def2-TZVPD

maximum force = 0.0332 Eh/bohr
HOMO energy (alpha / beta) = -14.9 / -14.9 eV
Kohn-Sham gap (alpha / beta) = 4.27 / 5.29 eV
multiplicity = 2
energy above the lowest of the compared OMol25 structures with the same formula, charge and spin = 98.1 kJ/mol
calculated total energy = -128432.946 eV
total charge = +3

Each line ends with the Löwdin spin population.
Atoms and positions in Å:
V -0.161861 0.014159 0.632546  1.41
C -0.404122 -4.415650 6.105625  0.00
S 0.686655 -4.197990 4.682506  0.00
C -0.266476 -5.090691 3.409778  0.00
C 0.115247 -4.601917 2.013673  0.00
C -0.031095 -3.082422 1.933538  0.00
N -0.139909 -2.577990 0.507925  -0.09
P 1.317514 -1.689754 0.125397  -0.08
C 2.610400 -2.876164 0.525025  -0.01
C 3.476106 -2.766085 1.607667  0.00
C 4.405994 -3.770576 1.831882  0.00
C 4.466943 -4.864770 0.980643  0.00
C 3.602320 -4.964367 -0.106428  0.00
C 2.671776 -3.969748 -0.346224  0.00
C 1.531233 -1.275594 -1.616836  -0.02
C 2.870784 -0.987552 -1.935516  -0.01
C 3.205859 -0.612345 -3.221640  0.00
C 2.217785 -0.495987 -4.195802  -0.02
C 0.888500 -0.735181 -3.876101  0.00
C 0.535209 -1.112531 -2.588809  -0.01
P -1.611440 -1.756217 0.020942  -0.02
C -2.160989 -2.625432 -1.460329  -0.01
C -3.224890 -2.077530 -2.178696  0.00
C -3.775114 -2.795921 -3.227108  0.00
C -3.267465 -4.049247 -3.550357  0.00
C -2.207655 -4.587424 -2.831422  0.00
C -1.640214 -3.876413 -1.783947  0.00
C -2.950690 -2.072643 1.175177  0.00
C -3.320620 -3.371360 1.532074  0.00
C -4.443964 -3.563646 2.314154  0.00
C -5.221666 -2.476410 2.707025  0.00
C -4.880515 -1.190001 2.315938  0.00
C -3.739202 -0.984973 1.554705  0.00
H 0.039020 -3.863135 6.930830  0.00
H -0.469024 -5.465907 6.379672  0.00
H -1.396098 -4.020776 5.891665  0.00
H -1.328065 -4.915849 3.601554  0.00
H -0.060622 -6.156007 3.498772  0.00
H -0.525726 -5.091277 1.274807  0.00
H 1.144855 -4.884356 1.785551  0.00
H 0.826286 -2.624188 2.418842  0.00
H -0.900341 -2.763926 2.502381  0.00
H 3.437394 -1.917206 2.278519  0.00
H 5.085634 -3.695438 2.670146  0.00
H 5.194663 -5.645810 1.158928  0.00
H 3.658029 -5.814335 -0.773773  0.00
H 2.004326 -4.040644 -1.197305  0.00
H 3.646419 -1.093214 -1.186507  0.00
H 4.241664 -0.418560 -3.469804  0.00
H 2.486904 -0.229635 -5.210086  0.00
H 0.120031 -0.645229 -4.633065  0.00
H -0.499946 -1.324962 -2.378423  0.00
H -3.626837 -1.105097 -1.914606  0.00
H -4.604320 -2.383390 -3.786913  0.00
H -3.701947 -4.610743 -4.367285  0.00
H -1.824097 -5.567791 -3.082852  0.00
H -0.810753 -4.292158 -1.225474  0.00
H -2.750379 -4.223828 1.180048  0.00
H -4.731480 -4.566476 2.602434  0.00
H -6.109319 -2.639079 3.304675  0.00
H -5.508005 -0.353209 2.593479  0.00
H -3.488912 0.015803 1.216603  0.00
N 0.502636 0.738476 7.872455  0.01
C 0.401768 0.602591 6.735897  0.00
C 0.280542 0.419432 5.317410  0.02
C 1.418552 0.121500 4.563539  -0.01
C 1.305861 -0.066043 3.199709  0.01
C 0.052468 0.044815 2.575685  -0.07
C -1.081671 0.337213 3.342013  0.01
C -0.968449 0.529507 4.705952  -0.01
H 2.378555 0.039387 5.056643  0.00
H 2.197651 -0.287136 2.632140  0.00
H -2.061984 0.412344 2.888671  0.00
H -1.840188 0.763623 5.302928  0.00
F -0.856725 6.061903 5.201314  0.00
C -0.614717 5.293735 4.151581  0.00
C 0.629667 5.356451 3.545754  0.00
C 0.877203 4.556078 2.442492  0.00
C -0.109622 3.686656 1.981641  0.00
C -1.358327 3.648093 2.597660  0.00
C -1.619958 4.459742 3.688337  0.00
Sb 0.217900 2.570737 0.210634  -0.03
C -0.113419 4.062120 -1.254724  -0.02
C 0.309991 3.905806 -2.573002  0.00
C 0.170764 4.955035 -3.462467  0.00
C -0.406632 6.134993 -3.019403  0.00
F -0.539368 7.137166 -3.871819  0.00
C -0.855405 6.295219 -1.718834  0.00
C -0.711355 5.245173 -0.828092  0.00
C 2.322202 2.212639 0.207002  0.00
C 3.027960 2.133465 -0.993808  0.00
C 4.410489 2.076605 -0.985241  0.00
C 5.072067 2.100929 0.233079  0.00
F 6.394214 2.073732 0.241397  0.00
C 4.394751 2.148397 1.441740  0.00
C 3.010876 2.196184 1.423519  0.00
H 1.380554 6.033493 3.932367  0.00
H 1.832220 4.634813 1.938926  0.00
H -2.144120 2.999919 2.226344  0.00
H -2.587262 4.469907 4.174300  0.00
H 0.738767 2.975464 -2.923200  0.00
H 0.497306 4.874696 -4.491146  0.00
H -1.306071 7.231735 -1.417442  0.00
H -1.056928 5.365184 0.190059  0.00
H 2.512648 2.133339 -1.945300  0.00
H 4.983684 2.036352 -1.902687  0.00
H 4.953502 2.179025 2.368973  0.00
H 2.471804 2.237213 2.361054  0.00

Atoms 1-2, force components in eV/Å:
0.195 -0.078 0.282
0.044 -0.094 -0.080

Molecular formula: C53H45N8O2S3Sc
Method: DFT, wB97M-V/def2-TZVPD

maximum force = 0.0050 Eh/bohr
HOMO energy = -13.1 eV
Kohn-Sham gap = 8.22 eV
multiplicity = 1
energy above the lowest of the compared OMol25 structures with the same formula, charge and spin = 58.5 kJ/mol
calculated total energy = -124901.911 eV
total charge = +2

Each line ends with the Löwdin charge.
Atoms and positions in Å:
Sc 0.686123 -2.334143 0.771203  0.91
C -3.582539 -4.181195 0.506814  -0.03
C -3.546306 -4.960088 -0.636851  -0.02
C -2.361534 -5.049944 -1.344291  0.02
C -1.237188 -4.371592 -0.888406  -0.18
N -1.266609 -3.636556 0.232096  0.05
C -2.420750 -3.542310 0.895151  -0.13
C 0.058399 -4.408527 -1.621118  -0.18
C 0.215160 -5.101711 -2.811874  0.02
C 1.446286 -5.071760 -3.446129  -0.01
C 2.482509 -4.360642 -2.874514  0.01
C 2.258364 -3.698128 -1.672535  -0.18
N 1.065292 -3.719645 -1.071244  0.10
C 3.322363 -2.922473 -0.991518  -0.19
C 4.665147 -3.146057 -1.246338  0.02
C 5.612893 -2.432323 -0.529210  -0.02
C 5.184293 -1.526155 0.420588  -0.01
C 3.822554 -1.366929 0.617233  -0.11
N 2.904163 -2.036629 -0.077451  0.06
H -4.484069 -4.075226 1.093306  0.12
H -4.426023 -5.489841 -0.976418  0.13
H -2.321993 -5.649842 -2.239788  0.11
H -2.417811 -2.913019 1.775451  0.11
H -0.599043 -5.657504 -3.248825  0.11
H 1.591522 -5.598794 -4.379504  0.13
H 3.445971 -4.310537 -3.358916  0.12
H 4.978218 -3.891852 -1.961811  0.12
H 6.667328 -2.603582 -0.697999  0.12
H 5.883670 -0.965732 1.023869  0.12
H 3.439996 -0.696497 1.373266  0.09
N -0.270188 -2.781317 2.963633  -0.04
C 0.919636 -2.841911 3.843645  -0.14
C 2.145139 -3.259943 3.028465  -0.64
O 3.251585 -3.189083 3.510774  0.08
O 1.849239 -3.640474 1.814382  -0.14
H -0.948926 -2.144709 3.368711  0.09
H -0.699231 -3.700837 2.938025  0.09
H 0.789432 -3.535367 4.675379  0.13
H 1.107808 -1.854321 4.256518  0.10
N 1.117074 -0.516283 1.792633  -0.31
S 0.795824 0.880542 2.038521  0.80
N -0.715928 1.396358 1.643041  -0.35
S -1.101739 2.067330 0.303354  0.89
N -0.553299 1.570782 -1.054339  -0.35
S -0.659119 0.018011 -1.580767  0.79
N -0.256548 -1.090822 -0.737011  -0.31
C 0.318292 0.199879 -3.056678  -0.31
C 0.820525 -0.989754 -3.567733  -0.05
C 1.604196 -0.955650 -4.709712  -0.05
C 1.877978 0.256967 -5.328643  -0.05
C 1.367727 1.439554 -4.810170  -0.05
C 0.580711 1.418258 -3.667957  -0.08
C -2.337383 -0.099063 -2.179019  -0.30
C -2.746921 0.508584 -3.358140  -0.05
C -4.072410 0.386902 -3.747318  -0.05
C -4.970239 -0.321790 -2.959044  -0.06
C -4.545927 -0.921283 -1.781024  -0.06
C -3.219510 -0.819437 -1.389616  -0.07
C -2.868216 2.050717 0.357632  -0.32
C -3.523945 2.639115 -0.717473  -0.06
C -4.906665 2.624536 -0.736261  -0.04
C -5.609705 2.035315 0.309057  -0.04
C -4.936997 1.456417 1.375534  -0.05
C -3.549437 1.457888 1.408719  -0.06
C -0.667272 3.782524 0.286550  -0.31
C 0.156919 4.307869 -0.693277  -0.06
C 0.495020 5.651910 -0.619680  -0.05
C 0.011741 6.438290 0.414901  -0.04
C -0.815546 5.892046 1.391036  -0.04
C -1.161364 4.554382 1.332403  -0.06
C 1.920067 2.030604 1.265272  -0.31
C 2.456574 1.632994 0.047634  -0.09
C 3.338433 2.481252 -0.604288  -0.05
C 3.679775 3.700465 -0.032304  -0.05
C 3.138720 4.082498 1.188915  -0.05
C 2.248984 3.247931 1.848038  -0.05
C 0.839729 1.328954 3.753042  -0.33
C 1.873384 0.751720 4.482735  -0.07
C 1.995544 1.057916 5.828466  -0.04
C 1.092362 1.926681 6.428402  -0.04
C 0.062710 2.492264 5.688705  -0.05
C -0.069121 2.198062 4.338991  -0.07
H 0.602579 -1.923394 -3.064479  0.09
H 2.000879 -1.875970 -5.117531  0.11
H 2.490237 0.282266 -6.220122  0.12
H 1.581440 2.381240 -5.297620  0.12
H 0.175527 2.332591 -3.259169  0.10
H -2.048293 1.055324 -3.977113  0.11
H -4.401180 0.841623 -4.672184  0.12
H -6.002671 -0.413238 -3.269605  0.12
H -5.246621 -1.475796 -1.170070  0.11
H -2.859729 -1.294051 -0.486076  0.09
H -2.963627 3.096939 -1.523509  0.13
H -5.436775 3.076842 -1.563211  0.12
H -6.691508 2.034589 0.292729  0.12
H -5.490967 1.009152 2.189709  0.12
H -3.003943 1.014012 2.228998  0.11
H 0.544149 3.674944 -1.477552  0.09
H 1.141501 6.081273 -1.373082  0.12
H 0.276509 7.486134 0.461883  0.12
H -1.195950 6.511502 2.191575  0.12
H -1.816711 4.122244 2.079023  0.12
H 2.191281 0.668108 -0.368029  0.09
H 3.770684 2.182360 -1.550568  0.12
H 4.381313 4.353413 -0.534964  0.12
H 3.417311 5.027407 1.635689  0.12
H 1.833841 3.536515 2.804663  0.12
H 2.563578 0.063910 4.008362  0.12
H 2.793304 0.614450 6.408422  0.12
H 1.189948 2.160458 7.480032  0.12
H -0.642255 3.162502 6.161670  0.12
H -0.869724 2.628465 3.755272  0.09

Atoms 1-2, force components in eV/Å:
0.114 -0.038 0.040
-0.016 -0.003 -0.001

Molecular formula: C53H46Cl3I2N3O2SSbSn
Method: DFT, wB97M-V/def2-TZVPD

maximum force = 0.0113 Eh/bohr
HOMO energy (alpha / beta) = -13.7 / -13.7 eV
Kohn-Sham gap (alpha / beta) = 3.35 / 4.24 eV
multiplicity = 1
energy above the lowest of the compared OMol25 structures with the same formula, charge and spin = 132.7 kJ/mol
calculated total energy = -141221.543 eV
total charge = +3

Each line ends with the Löwdin charge.
Atoms and positions in Å:
Sn 2.119021 0.885778 -0.872426  1.48
C -0.480316 0.802078 -6.120451  -0.04
C 0.217001 0.071228 -4.965485  -0.38
C -0.021977 -1.430415 -5.090597  -0.07
C -0.259731 0.653584 -3.652557  -0.23
C 0.157472 1.921120 -3.248619  -0.12
C -0.430989 2.565071 -2.161834  -0.11
C -1.425422 1.945614 -1.413068  -0.29
C -2.202356 2.696309 -0.371879  -0.04
C -1.768394 0.635890 -1.754084  -0.03
C -1.212444 0.011869 -2.858737  -0.03
H -0.118090 0.433761 -7.079141  0.09
H -0.305720 1.876401 -6.081933  0.08
H -1.556916 0.632510 -6.076471  0.10
H 1.291197 0.273958 -5.051953  0.13
H -1.074741 -1.642681 -5.282184  0.07
H 0.263801 -1.971815 -4.188318  0.05
H 0.544371 -1.834822 -5.928367  0.09
H 0.903474 2.452416 -3.832307  0.12
H -0.136819 3.583084 -1.923623  0.12
H -1.626306 3.519520 0.051661  0.05
H -2.544459 2.043686 0.430472  0.07
H -3.092618 3.134589 -0.826975  0.10
H -2.532643 0.120950 -1.183714  0.12
H -1.557586 -0.978216 -3.123527  0.08
I 0.563984 0.672736 4.473330  1.14
C 2.181685 -0.161426 3.507377  -0.61
C 3.034982 -0.970946 4.238165  -0.20
C 4.213285 -1.498824 3.711187  -0.64
I 5.364536 -2.677404 4.908413  1.21
C 4.591907 -1.188717 2.355578  -0.18
C 5.789896 -1.597753 1.745066  0.02
C 6.047321 -1.234288 0.444159  0.02
C 5.100760 -0.478847 -0.247223  -0.08
N 3.963191 -0.087550 0.308311  -0.02
C 3.709945 -0.420552 1.587938  -0.15
C 2.439265 0.083388 2.122948  -0.37
O 1.643357 0.714340 1.352706  -0.22
H 2.786692 -1.194770 5.266690  0.09
H 6.505613 -2.188401 2.300493  0.09
H 6.965945 -1.522575 -0.045766  0.13
H 5.278327 -0.178747 -1.273227  0.13
C 2.896624 5.677432 6.347562  -0.04
C 3.173886 5.900039 5.005254  -0.05
C 2.291899 5.455756 4.033966  -0.12
C 1.124704 4.797543 4.421045  -0.40
C 0.855191 4.549145 5.765012  -0.13
C 1.742112 5.005974 6.727519  -0.05
Sb -0.259558 4.244535 2.953876  1.68
C -0.772604 5.915213 1.799310  -0.40
C 0.192414 6.577221 1.041029  -0.13
C -0.153164 7.741151 0.375866  -0.05
C -1.453162 8.226225 0.456338  -0.04
C -2.413711 7.550427 1.194127  -0.04
C -2.084109 6.379735 1.862092  -0.11
C -2.002393 3.594586 3.920334  -0.42
C -2.545396 4.383247 4.934526  -0.13
C -3.696937 3.962447 5.583613  -0.04
C -4.296398 2.762482 5.228373  -0.04
C -3.751256 1.977407 4.222784  -0.06
C -2.600309 2.388357 3.567262  -0.18
H 3.585531 6.029054 7.103096  0.12
H 4.071728 6.428699 4.717556  0.12
H 2.508434 5.648166 2.990021  0.09
H -0.038434 4.019125 6.069586  0.09
H 1.529986 4.841384 7.774417  0.12
H 1.207591 6.203591 0.971970  0.09
H 0.589442 8.274685 -0.200733  0.12
H -1.719523 9.134569 -0.065983  0.12
H -3.424153 7.930619 1.248857  0.12
H -2.843398 5.850679 2.424404  0.10
H -2.096281 5.329226 5.212459  0.11
H -4.125344 4.574552 6.365142  0.12
H -5.194293 2.439291 5.736162  0.12
H -4.224665 1.044447 3.949972  0.12
H -2.173703 1.767204 2.790452  0.07
Cl -1.829421 -10.324048 -3.813614  0.73
C -1.364325 -8.737118 -3.331427  -0.65
C -1.508491 -7.675558 -4.213359  -0.08
C -1.135386 -6.409572 -3.800004  -0.03
C -0.622574 -6.170462 -2.527417  -0.21
C -0.196173 -4.762393 -2.173680  -0.29
C 1.325272 -4.688849 -2.052797  -0.03
N 1.813797 -3.302011 -2.108103  -0.02
C 2.704661 -2.797406 -3.018962  -0.01
C 2.830179 -1.473553 -2.750789  -0.14
N 2.030666 -1.174654 -1.664127  -0.13
C 1.427117 -2.305856 -1.309161  -0.10
O -0.704968 -4.249847 -0.949772  -0.15
C -2.029875 -3.709553 -1.022715  -0.14
C -3.054534 -4.659613 -1.545800  -0.33
C -3.684304 -4.545891 -2.751738  -0.97
Cl -3.443914 -3.310787 -3.930682  0.68
S -4.763792 -5.828248 -3.079077  1.04
C -4.384438 -6.560530 -1.577821  -0.37
C -3.479929 -5.839045 -0.866252  -0.13
C -0.484833 -7.261579 -1.673445  -0.57
Cl 0.143181 -7.075268 -0.058337  0.75
C -0.853168 -8.538497 -2.057511  -0.11
H -1.916453 -7.841229 -5.199186  0.12
H -1.266006 -5.575661 -4.479213  0.12
H -0.514976 -4.100857 -2.993045  0.14
H 1.801111 -5.233645 -2.865594  0.15
H 1.639185 -5.122989 -1.104628  0.11
H 3.149433 -3.411126 -3.781745  0.15
H 3.415473 -0.732182 -3.268775  0.12
H 0.722830 -2.444168 -0.506943  0.15
H -2.015785 -2.803077 -1.640562  0.09
H -2.259501 -3.429002 0.005795  0.14
H -4.867468 -7.480817 -1.296800  0.08
H -3.108879 -6.133104 0.103807  0.12
H -0.743918 -9.367123 -1.373849  0.11

Atoms 1-2, force components in eV/Å:
0.080 0.292 0.216
0.035 0.020 -0.004

> What is the formula in the second record?

C53H45N8O2S3Sc